No. 1
120
Properties=species:S:1:pos:R:3:mulliken_charge:R:1 method="wB97M-V/def2-TZVPD" fmax_ev_per_a=1.32 spin_multiplicity=1 mol_weight_g_mol=901.8 homo_lumo_gap_ev=7.05
C 0.837 5.617 -0.359 -1.826
C 0.645 4.377 0.498 1.725
O 0.366 4.716 1.848 -0.588
C -0.429 3.437 -0.082 -0.844
C 0.123 2.175 -0.643 0.142
N 1.132 1.435 -0.187 0.304
C 1.322 0.319 -0.980 0.026
C 2.398 -0.713 -0.653 0.243
O 3.549 -0.377 -0.936 -0.663
O 1.923 -1.722 -0.106 -0.673
C 0.395 0.408 -1.972 -0.245
C 0.187 -0.533 -3.113 1.004
F 1.182 -0.511 -3.988 -0.239
F -0.945 -0.224 -3.783 -0.282
F 0.045 -1.783 -2.663 -0.246
N -0.333 1.566 -1.732 0.620
O -1.375 2.064 -2.464 -0.475
B -2.612 1.683 -1.891 0.587
O -2.764 0.430 -1.359 -0.430
O -3.604 2.623 -1.853 -0.630
H 0.125 6.395 -0.105 0.355
H 1.831 5.998 -0.152 0.393
H 0.782 5.335 -1.405 0.504
H 1.607 3.874 0.511 -0.804
H -0.554 4.538 2.054 0.274
H -1.169 3.159 0.670 0.192
H -0.959 3.934 -0.888 0.369
H 1.696 1.658 0.620 0.347
H -2.833 0.474 -0.399 0.306
H -4.151 2.631 -2.646 0.306
N 1.977 6.257 3.723 0.182
C 2.345 7.551 3.972 -0.660
C 3.410 7.529 4.834 -0.435
C 3.697 6.165 5.114 -0.514
C 2.799 5.410 4.407 -0.444
H 1.216 5.955 3.133 0.311
H 1.818 8.374 3.519 0.393
H 3.925 8.392 5.221 0.408
H 4.474 5.784 5.755 0.467
H 2.674 4.344 4.331 0.409
N -4.804 2.014 2.253 0.023
C -4.754 2.794 1.123 -0.229
C -5.457 3.940 1.381 -0.902
C -5.947 3.850 2.712 -0.261
C -5.527 2.652 3.224 -0.573
H -4.382 1.111 2.357 0.199
H -4.230 2.482 0.233 0.460
H -5.605 4.754 0.692 0.416
H -6.540 4.581 3.234 0.535
H -5.681 2.202 4.189 0.403
N 5.559 2.329 1.053 0.106
C 4.575 3.264 0.909 -1.156
C 4.676 4.156 1.951 0.006
C 5.781 3.749 2.739 -0.764
C 6.299 2.617 2.159 -0.492
H 5.699 1.547 0.431 0.225
H 3.894 3.213 0.077 0.743
H 4.042 5.009 2.122 0.554
H 6.151 4.230 3.629 0.421
H 7.131 1.996 2.442 0.392
N -1.105 -4.442 -4.016 0.143
C -1.806 -4.783 -5.140 -0.547
C -1.693 -6.137 -5.314 -0.766
C -0.893 -6.635 -4.249 0.019
C -0.548 -5.563 -3.465 -0.758
H -1.009 -3.512 -3.652 0.163
H -2.323 -4.036 -5.718 0.383
H -2.132 -6.707 -6.115 0.408
H -0.605 -7.660 -4.084 0.592
H 0.048 -5.496 -2.570 0.361
N -0.792 -8.459 -1.337 0.213
C -2.048 -8.959 -1.541 -0.338
C -2.090 -10.220 -1.008 -0.598
C -0.806 -10.489 -0.457 -0.399
C -0.029 -9.382 -0.676 -0.669
H -0.482 -7.552 -1.631 0.140
H -2.800 -8.377 -2.047 0.399
H -2.943 -10.876 -1.011 0.410
H -0.490 -11.391 0.040 0.426
H 0.996 -9.173 -0.420 0.433
N 3.433 7.095 -4.156 0.005
C 2.850 6.614 -5.298 -0.491
C 3.028 5.257 -5.319 -0.506
C 3.745 4.904 -4.143 -0.308
C 3.978 6.060 -3.446 -0.656
H 3.458 8.059 -3.882 0.194
H 2.364 7.276 -5.993 0.395
H 2.685 4.590 -6.093 0.398
H 4.055 3.916 -3.844 0.497
H 4.483 6.234 -2.512 0.479
N 0.549 -8.510 2.889 0.036
C 1.022 -7.268 3.211 -0.507
C 2.158 -7.431 3.957 -0.398
C 2.381 -8.829 4.088 -0.445
C 1.372 -9.466 3.416 -0.447
H -0.275 -8.694 2.345 0.215
H 0.513 -6.378 2.883 0.396
H 2.764 -6.638 4.362 0.390
H 3.189 -9.309 4.612 0.391
H 1.171 -10.513 3.267 0.367
N 2.341 -5.087 -5.400 0.113
C 2.992 -6.155 -4.852 -0.196
C 4.336 -5.974 -5.047 -0.671
C 4.500 -4.743 -5.738 -0.369
C 3.251 -4.220 -5.939 -0.598
H 1.344 -4.961 -5.402 0.183
H 2.446 -6.949 -4.373 0.379
H 5.114 -6.647 -4.729 0.389
H 5.428 -4.294 -6.049 0.395
H 2.933 -3.309 -6.416 0.385
N -9.225 4.276 5.763 -0.019
C -9.291 4.086 7.117 -0.468
C -8.629 2.925 7.410 -0.499
C -8.142 2.394 6.183 -0.347
C -8.524 3.253 5.187 -0.622
H -9.630 5.049 5.269 0.204
H -9.801 4.789 7.752 0.382
H -8.507 2.501 8.392 0.387
H -7.578 1.487 6.051 0.423
H -8.360 3.222 4.124 0.560

=====

No. 2
8
Properties=species:S:1:pos:R:3:mulliken_charge:R:1 method="wB97M-V/def2-TZVPD" fmax_ev_per_a=5.14 spin_multiplicity=1 mol_weight_g_mol=60.1 de_lowest_kcal_mol=112.8 homo_lumo_gap_ev=7.57
C 1.663 0.448 -0.036 -0.054
N -2.244 0.395 0.535 -0.579
N -1.724 -0.471 -0.040 0.111
O 0.920 -0.509 0.007 -0.450
H 2.753 0.435 0.108 0.260
H 1.296 1.420 -0.291 0.213
H -1.795 -1.422 0.374 0.216
H -0.870 -0.296 -0.656 0.284

=====

No. 3
16
Properties=species:S:1:pos:R:3:mulliken_charge:R:1 method="wB97M-V/def2-TZVPD" fmax_ev_per_a=6.93 spin_multiplicity=1 mol_weight_g_mol=123.2 de_lowest_kcal_mol=65.9 homo_lumo_gap_ev=10.20
C -0.971 -0.138 -1.718 -1.109
C -0.612 0.438 -0.329 0.183
N -0.647 1.882 -0.227 -0.733
S 1.109 -0.105 0.422 1.147
C 0.681 -1.468 1.604 -0.983
O 1.862 -0.708 -0.639 -0.645
O 1.687 1.018 1.169 -0.676
H -0.212 -0.168 -2.496 0.303
H -1.759 0.664 -1.934 0.354
H -1.383 -1.273 -1.742 0.262
H -1.293 0.068 0.451 0.341
H -0.070 2.193 0.539 0.301
H -0.204 2.321 -0.972 0.236
H 0.532 -2.424 1.299 0.377
H 1.480 -1.264 2.411 0.335
H -0.200 -1.033 2.161 0.307

=====

No. 4
38
Properties=species:S:1:pos:R:3:mulliken_charge:R:1 method="wB97M-V/def2-TZVPD" fmax_ev_per_a=0.79 spin_multiplicity=1 mol_weight_g_mol=274.8 de_lowest_kcal_mol=1.2 homo_lumo_gap_ev=8.59 total_charge=+1
C -0.934 2.843 -0.663 -1.132
C 0.432 3.495 -0.533 0.297
C 1.361 3.109 -1.674 -1.443
N 1.065 3.045 0.749 0.291
C 0.655 3.761 1.977 -0.770
C 1.000 2.873 3.175 -0.546
O 0.389 1.635 2.896 -0.310
C 1.011 0.467 3.396 -0.782
C 0.628 -0.666 2.458 -0.662
S 1.168 -0.216 0.764 -0.075
C 0.188 -1.270 -0.281 0.681
C 0.041 -0.897 -1.612 -0.112
C -0.693 -1.684 -2.477 -0.904
C -1.285 -2.851 -2.010 0.259
Cl -2.210 -3.831 -3.081 -0.188
C -1.125 -3.232 -0.685 -0.775
C -0.383 -2.447 0.179 -0.313
H -1.577 3.085 0.178 0.370
H -1.425 3.196 -1.565 0.449
H -0.837 1.763 -0.731 0.227
H 0.332 4.584 -0.488 0.250
H 0.902 3.359 -2.625 0.415
H 2.306 3.642 -1.613 0.445
H 1.558 2.039 -1.661 0.311
H 0.825 2.028 0.901 -0.128
H 2.085 3.087 0.649 0.423
H 1.147 4.732 2.042 0.402
H -0.425 3.902 1.947 0.354
H 2.088 2.757 3.274 0.372
H 0.613 3.313 4.100 0.390
H 2.101 0.593 3.415 0.383
H 0.666 0.245 4.413 0.367
H 1.117 -1.592 2.757 0.512
H -0.454 -0.784 2.433 0.479
H 0.515 0.001 -1.977 0.254
H -0.806 -1.396 -3.509 0.420
H -1.572 -4.146 -0.329 0.427
H -0.254 -2.774 1.198 0.364

=====

No. 5
17
Properties=species:S:1:pos:R:3:mulliken_charge:R:1 method="wB97M-V/def2-TZVPD" fmax_ev_per_a=4.08 spin_multiplicity=1 mol_weight_g_mol=156.1 de_lowest_kcal_mol=0.0 homo_lumo_gap_ev=9.00 total_charge=-1
C -2.101 -0.355 0.914 -0.020
C 1.239 1.328 -0.281 0.546
C 2.357 -0.853 0.574 -0.543
C 1.841 -0.032 -0.613 0.528
N -3.198 0.642 -0.611 -0.344
N -1.934 0.441 -0.206 0.348
N -3.351 -0.607 1.130 -0.371
N -3.995 0.041 0.165 -0.350
N 1.627 -0.702 -1.654 -0.759
O 0.246 1.616 -1.047 -0.866
O 1.703 1.954 0.640 -0.656
H 1.307 -0.873 1.074 -0.034
H 2.524 -1.937 0.213 0.307
H 3.209 -0.358 1.164 0.255
H -1.366 -0.701 1.611 0.395
H 0.958 -0.394 -2.404 0.269
H -1.067 0.790 -0.668 0.296

=====

No. 6
69
Properties=species:S:1:pos:R:3:mulliken_charge:R:1 method="wB97M-V/def2-TZVPD" fmax_ev_per_a=1.42 spin_multiplicity=1 mol_weight_g_mol=579.7 de_lowest_kcal_mol=4.7 homo_lumo_gap_ev=8.16
C 3.387 2.761 -3.101 -0.714
O 2.196 2.444 -3.791 -0.297
C 2.389 1.762 -5.003 -0.334
C 2.802 0.290 -4.838 -1.130
N 1.776 -0.527 -4.243 0.121
C 0.938 -1.376 -5.048 -0.856
C -0.327 -0.691 -5.627 -0.386
O -0.428 -0.795 -7.027 -0.491
C 0.365 0.107 -7.755 -0.613
S 1.801 -0.735 -2.595 1.454
O 1.281 -2.045 -2.313 -0.773
O 3.114 -0.408 -2.115 -0.799
C 0.630 0.452 -1.941 0.278
C 1.060 1.459 -1.101 -0.188
C 0.138 2.344 -0.572 -0.579
C -1.211 2.199 -0.875 0.646
C -2.230 3.131 -0.306 -0.511
O -2.786 4.000 -0.929 -0.617
N -2.542 2.935 1.027 -0.013
C -2.072 1.969 1.869 0.382
N -1.168 1.101 1.575 0.051
C -0.885 0.269 2.608 -1.475
C 0.207 -0.682 2.422 0.781
C 1.112 -0.960 3.443 0.036
C 2.142 -1.854 3.226 -0.850
C 2.290 -2.464 1.990 -0.645
C 1.411 -2.170 0.961 -0.789
C 0.375 -1.281 1.175 -0.545
C -1.642 0.480 3.743 0.919
C -1.682 -0.215 5.031 0.055
O -1.998 0.363 6.053 -0.623
C -1.339 -1.660 5.012 0.198
C -1.655 -2.483 3.934 0.070
C -1.313 -3.821 3.964 -0.763
C -0.657 -4.349 5.065 -0.401
C -0.367 -3.541 6.153 -0.616
C -0.716 -2.205 6.132 -0.415
S -2.703 1.846 3.503 -0.353
C -1.631 1.186 -1.728 -0.911
C -0.705 0.303 -2.257 -0.847
H 3.103 3.466 -2.322 0.232
H 4.111 3.236 -3.773 0.363
H 3.841 1.876 -2.645 0.288
H 1.430 1.827 -5.521 0.136
H 3.154 2.273 -5.609 0.355
H 3.074 -0.119 -5.815 0.538
H 3.676 0.233 -4.184 0.500
H 0.651 -2.207 -4.402 0.314
H 1.517 -1.788 -5.883 0.624
H -0.352 0.362 -5.312 0.464
H -1.226 -1.188 -5.257 0.303
H 0.104 1.146 -7.517 0.285
H 0.154 -0.084 -8.806 0.286
H 1.435 -0.038 -7.572 0.201
H 2.107 1.521 -0.857 0.729
H 0.460 3.135 0.088 0.498
H -3.244 3.565 1.401 0.281
H 1.017 -0.461 4.396 0.617
H 2.839 -2.069 4.024 0.437
H 3.100 -3.160 1.827 0.444
H 1.532 -2.615 -0.014 0.587
H -0.316 -1.046 0.380 0.708
H -2.179 -2.081 3.080 0.517
H -1.556 -4.455 3.125 0.410
H -0.382 -5.393 5.079 0.413
H 0.130 -3.955 7.018 0.403
H -0.501 -1.560 6.972 0.447
H -2.680 1.083 -1.963 0.453
H -1.011 -0.511 -2.893 0.712

=====

No. 7
90
Properties=species:S:1:pos:R:3:mulliken_spin:R:1 method="wB97M-V/def2-TZVPD" fmax_ev_per_a=0.57 spin_multiplicity=3 mol_weight_g_mol=975.6 de_lowest_kcal_mol=0.0 homo_lumo_gap_ev="7.11 / 7.04" total_charge=+1
Au 0.629 -1.600 0.039 0.379
N -0.665 -3.451 -0.140 0.173
S -2.252 -3.627 0.066 0.029
C -3.222 -2.630 -1.043 -0.044
C -4.608 -2.761 -0.978 0.002
C -5.389 -2.059 -1.882 0.003
C -4.786 -1.276 -2.863 0.001
C -3.405 -1.191 -2.943 -0.027
C -2.610 -1.866 -2.021 0.086
C -2.431 -2.824 1.645 -0.004
C -1.787 -3.452 2.706 -0.003
C -1.859 -2.885 3.966 -0.002
C -2.561 -1.701 4.160 0.005
C -3.202 -1.088 3.095 -0.001
C -3.150 -1.656 1.827 0.019
H -0.371 -3.971 -0.964 -0.016
H -5.069 -3.399 -0.232 0.001
H -6.467 -2.144 -1.839 0.000
H -5.402 -0.748 -3.579 0.000
H -2.924 -0.611 -3.720 -0.008
H -1.532 -1.851 -2.113 -0.002
H -1.226 -4.362 2.540 0.000
H -1.361 -3.366 4.798 0.000
H -2.609 -1.258 5.147 0.000
H -3.749 -0.165 3.239 0.000
H -3.656 -1.181 1.002 -0.001
C 0.765 -1.431 2.079 0.289
H 1.559 -0.721 2.335 -0.014
H 0.981 -2.411 2.510 0.007
H -0.174 -1.066 2.497 -0.005
C 5.525 -0.561 -0.253 0.000
C 3.986 -0.574 -0.091 -0.010
N 3.465 -1.917 -0.333 0.065
C 3.750 -2.326 -1.710 0.002
C 5.278 -2.333 -1.956 0.000
N 5.942 -1.951 -0.657 0.001
C 5.579 -2.937 0.422 0.000
C 4.043 -2.864 0.608 0.000
H 6.056 -0.331 0.669 0.000
H 5.866 0.111 -1.038 0.000
H 3.512 0.110 -0.794 -0.002
H 3.704 -0.262 0.915 0.003
H 3.263 -1.639 -2.402 -0.001
H 3.331 -3.317 -1.871 0.001
H 5.588 -1.598 -2.697 0.000
H 5.672 -3.308 -2.236 0.000
H 6.950 -1.965 -0.788 0.000
H 6.135 -2.651 1.312 0.000
H 5.926 -3.912 0.086 0.000
H 3.797 -2.546 1.621 0.000
H 3.596 -3.843 0.445 0.002
O 1.299 0.512 -1.252 0.147
S 0.996 -0.215 -2.609 -0.038
O 2.161 -0.112 -3.456 0.026
O 0.731 -1.646 -2.193 0.046
O -0.232 0.380 -3.129 0.004
C 0.048 5.305 -3.614 0.012
C -1.214 5.055 -3.100 -0.007
C -1.412 3.995 -2.223 0.000
C -0.342 3.187 -1.851 0.022
C 0.920 3.424 -2.394 -0.005
C 1.114 4.487 -3.260 -0.004
Sb -0.721 1.533 -0.593 0.568
C -2.653 2.171 0.139 0.204
C -2.696 3.372 0.849 0.045
C -3.896 3.793 1.405 0.018
C -5.043 3.021 1.261 -0.007
C -4.998 1.831 0.552 0.007
C -3.799 1.399 -0.007 -0.050
C 0.361 1.980 1.164 0.042
C 1.681 2.424 1.097 0.016
C 2.385 2.685 2.265 -0.004
C 1.784 2.484 3.503 0.018
C 0.475 2.031 3.574 -0.006
C -0.234 1.780 2.406 -0.004
H 0.200 6.127 -4.302 0.001
H -2.051 5.681 -3.381 0.000
H -2.405 3.813 -1.835 0.002
H 1.755 2.777 -2.157 0.000
H 2.098 4.668 -3.674 0.000
H -1.808 3.982 0.966 0.001
H -3.936 4.727 1.950 0.002
H -5.975 3.356 1.698 0.000
H -5.896 1.238 0.427 0.000
H -3.771 0.484 -0.580 0.016
H 2.156 2.585 0.137 0.004
H 3.400 3.058 2.211 0.000
H 2.335 2.691 4.412 0.001
H 0.004 1.877 4.536 0.000
H -1.257 1.427 2.471 -0.005

=====

No. 8
11
Properties=species:S:1:pos:R:3:mulliken_charge:R:1 method="wB97M-V/def2-TZVPD" fmax_ev_per_a=2.05 spin_multiplicity=1 mol_weight_g_mol=74.1 de_lowest_kcal_mol=99.9 homo_lumo_gap_ev=9.93
C 1.228 -1.313 -0.242 -0.624
O 0.389 -0.133 -0.116 -0.363
C -0.474 0.933 0.803 -0.258
C -1.358 1.035 -0.403 0.099
O -1.879 0.033 -0.811 -0.416
H 2.209 -1.161 0.204 0.254
H 0.829 -2.291 0.095 0.273
H 1.402 -1.452 -1.334 0.224
H -0.131 1.959 1.142 0.248
H -0.899 0.422 1.661 0.256
H -1.317 1.968 -0.999 0.307

=====

No. 9
29
Properties=species:S:1:pos:R:3:mulliken_charge:R:1 method="wB97M-V/def2-TZVPD" fmax_ev_per_a=4.87 spin_multiplicity=1 mol_weight_g_mol=176.3 de_lowest_kcal_mol=68.8 homo_lumo_gap_ev=5.38 total_charge=-1
C -3.326 2.298 -0.618 -1.200
C 1.051 -0.943 1.494 -1.107
C 1.629 -1.380 -1.003 -1.510
C -2.341 1.236 -0.054 -0.347
C -3.019 -0.148 0.125 -0.934
C -2.047 -1.315 0.542 -0.910
C -0.720 -1.248 -0.185 -0.730
C 0.575 -1.332 0.090 1.000
N 4.236 0.561 -0.795 -0.302
O 3.780 1.103 0.517 -0.363
S 5.790 0.203 -0.710 -0.538
H -4.311 2.110 -0.459 0.392
H -3.030 3.198 -0.117 0.331
H -3.191 2.482 -1.772 0.254
H 0.848 -1.577 2.282 0.403
H 2.231 -0.902 1.379 0.297
H 0.573 0.082 1.721 0.178
H 2.076 -0.473 -1.133 0.439
H 1.321 -1.539 -2.061 0.336
H 2.378 -2.147 -0.681 0.307
H -1.894 1.336 0.982 0.204
H -1.559 0.986 -0.619 0.488
H -3.781 0.055 0.779 0.537
H -3.390 -0.608 -0.719 0.352
H -1.813 -1.263 1.592 0.442
H -2.457 -2.252 0.364 0.328
H 4.634 1.116 0.929 0.242
H -0.836 -1.354 -1.210 0.434
H 6.594 1.714 -0.656 -0.024

=====

No. 10
25
Properties=species:S:1:pos:R:3:mulliken_charge:R:1 method="wB97M-V/def2-TZVPD" fmax_ev_per_a=9.93 spin_multiplicity=1 mol_weight_g_mol=335.1 homo_lumo_gap_ev=2.08 total_charge=+2
O 0.348 0.545 2.636 -0.365
C -0.590 0.498 1.650 0.280
O -0.922 1.766 0.982 -0.298
C -0.225 1.925 -0.303 -0.250
C 1.410 1.987 -0.210 -0.405
O 1.956 1.348 -1.417 -0.238
C 3.253 0.699 -1.171 0.774
F 4.250 1.760 -0.897 -0.199
F 3.642 0.049 -2.478 -0.215
F 3.236 -0.379 -0.156 -0.195
C -1.273 -0.966 1.373 0.975
F -0.849 -1.880 2.499 -0.267
F -2.745 -0.793 1.526 -0.350
C -0.818 -1.694 -0.024 0.370
F -0.508 -3.128 0.338 -0.251
F 0.432 -1.160 -0.627 -0.118
C -2.074 -1.809 -1.122 0.631
F -1.533 -2.466 -2.371 -0.177
F -3.106 -2.785 -0.606 -0.227
F -2.686 -0.489 -1.437 -0.187
H -0.572 2.977 -0.750 0.422
H -0.628 1.124 -1.089 0.119
H 1.702 3.143 -0.247 0.352
H 1.871 1.573 0.783 0.393
Be -3.571 -1.843 3.119 1.427